(1)
Formula: C8H14N2
Source: the Open Molecules 2025 dataset
Level of theory: the ωB97M-V functional and the def2-TZVPD basis

Last column: natural (NBO) charge in e.
Atoms and positions in Å:
C -1.46 1.84 0.77  -0.560
C -1.44 0.65 0.21  0.196
C -0.01 -0.16 -0.23  0.033
C 1.25 0.18 -0.06  -0.220
C 2.54 -0.50 -0.33  -0.439
C 3.76 0.35 0.07  -0.603
C -0.62 -1.34 -0.98  -0.293
N -2.02 -1.19 -1.10  -0.428
N -2.46 -0.22 -0.08  -0.302
C -3.87 0.01 0.13  -0.411
H -2.32 2.34 1.21  0.200
H -0.62 2.34 1.08  0.202
H 1.31 1.06 0.54  0.201
H 2.60 -1.41 0.24  0.214
H 2.61 -0.80 -1.43  0.208
H 4.71 -0.26 0.03  0.213
H 3.77 0.53 1.13  0.208
H 3.78 1.32 -0.57  0.212
H -0.17 -1.58 -1.93  0.216
H -0.40 -2.16 -0.32  0.198
H -2.28 -0.74 -2.00  0.333
H -4.43 -0.35 -0.75  0.214
H -4.31 -0.24 1.10  0.209
H -3.89 1.13 0.05  0.199

For the calculated total energy, the calculation gives -11499.721 eV. The calculation puts the HOMO-LUMO gap at 0.31847 Ha. The structure (SMILES) is C=C1/C(=C/CC)CNN1C. The spin multiplicity is 1. For the HOMO energy, the calculation gives -7.67 eV.

(2)
Formula: C3H12NO2
Source: the Open Molecules 2025 dataset
Level of theory: the ωB97M-V functional and the def2-TZVPD basis

Last column: natural (NBO) charge in e.
Atoms and positions in Å:
C -2.02 -2.03 0.76  -0.653
C -0.86 -1.09 1.03  -0.106
C -0.96 0.23 1.18  -0.112
N 0.15 1.25 1.44  -0.698
H -2.54 -1.67 -0.08  0.239
H -1.60 -3.00 0.38  0.245
H -2.72 -2.13 1.48  0.243
H 0.26 -1.52 1.21  0.220
H -1.99 0.73 1.20  0.222
H 0.10 1.35 2.37  0.410
H 1.08 0.67 1.15  0.499
H -0.12 2.13 1.05  0.441
H 1.41 0.60 -1.34  0.528
H 2.39 0.06 -0.40  0.486
O 1.50 0.28 -0.45  -0.971
H 1.68 0.92 -4.17  0.485
H 2.50 1.90 -3.48  0.483
O 1.73 1.31 -3.31  -0.961

For the calculated total energy, the calculation gives -8882.499 eV. The calculation puts the HOMO-LUMO gap at 0.41094 Ha. Its total charge is +1. The spin multiplicity is 1. For the HOMO energy, the calculation gives -14.26 eV.

(3)
Formula: C4H11S2
Source: the Open Molecules 2025 dataset
Level of theory: the ωB97M-V functional and the def2-TZVPD basis

Last column: Mulliken spin population.
Atoms and positions in Å:
C 0.76 -0.91 -1.82  -0.002
S -0.61 -1.01 -2.96  0.000
C -1.92 -0.92 -1.66  0.007
H 0.77 0.16 -1.52  -0.001
H 1.72 -1.06 -2.34  0.000
H 0.79 -1.64 -0.99  -0.001
H -1.51 -1.49 -0.83  -0.001
H -2.12 0.11 -1.37  -0.006
H -2.79 -1.33 -2.18  0.001
C 0.47 0.91 2.77  0.009
C 0.85 1.00 1.29  -0.021
S -0.30 1.99 0.25  0.998
H -0.45 0.34 2.90  -0.001
H 0.42 1.88 3.25  -0.002
H 1.30 0.30 3.10  0.001
H 0.93 0.01 0.89  -0.019
H 1.69 1.69 1.21  0.038

For the calculated total energy, the calculation gives -25994.936 eV. The calculation puts the HOMO-LUMO gap (alpha / beta) at 0.33749 / 0.23353 Ha. As for the expectation value of S²: 0.75. The spin multiplicity is 2. For the HOMO energy (alpha / beta), the calculation gives -8.32 / -8.30 eV.

Short version: ΔE to the lowest compared entry with this formula, charge and spin = 86.7 54.8 12.8 kcal/mol, in the order given.